(1)
ORCA calculation (ωB97M-V/def2-TZVPD) on a 2-piece molecular cluster, C2H4NO2 overall.

XYZ file:
```
9
Properties=species:S:1:pos:R:3:forces:R:3
O -1.5469 2.3859 0.1411 -0.27 -0.18 0.55
O 1.1841 -2.7927 -0.8900 -0.16 -0.11 -0.08
N 0.2108 0.9292 0.5444 -0.45 -0.31 1.04
C 0.8431 -1.6805 -0.5472 0.72 -0.66 -0.36
C -1.0625 1.2514 0.4089 0.58 1.00 -1.02
H -1.7882 0.4172 0.4273 0.06 -0.36 0.02
H 0.7045 1.8036 0.7293 0.05 0.10 -0.51
H 0.4452 -0.9735 -1.2922 -0.17 0.15 0.38
H 1.0101 -1.3405 0.4784 -0.35 0.37 -0.03
```
Positions in Å, forces in eV/Å.

HOMO level: -0.12333 hartree
LUMO: 4.03 eV
net charge: -1
total energy: -7723.842 eV

=====

(2)
ORCA calculation (ωB97M-V/def2-TZVPD) on C2H4NO2 as an isolated structure.

XYZ file:
```
9
Properties=species:S:1:pos:R:3:forces:R:3
O -0.6753 1.6851 -0.2548 -0.27 0.06 -0.47
O 2.0396 -0.5721 -0.4892 0.69 -0.07 -0.37
N 1.0131 -0.0236 0.0790 -0.73 -0.60 0.25
C 0.1102 -0.3273 1.2042 0.16 -0.19 0.10
C -0.0502 0.6863 0.1111 0.35 1.03 0.87
H -1.0403 0.1706 -1.7590 -0.81 -0.88 -1.18
H 0.4626 -0.0585 2.2037 0.08 0.06 0.10
H -0.4669 -1.2534 1.1893 -0.09 -0.16 -0.14
H -1.3928 -0.3072 -2.2843 0.63 0.73 0.85
```
Positions in Å, forces in eV/Å.

HOMO level: -0.09477 hartree
LUMO: 4.63 eV
net charge: -1
total energy: -7720.385 eV

=====

(3)
ORCA calculation (ωB97M-V/def2-TZVPD) on C2H4NO2 in the gas phase.

XYZ file:
```
9
Properties=species:S:1:pos:R:3:forces:R:3
O 1.2288 1.1748 -0.5610 0.16 0.38 0.09
O -0.6178 1.2632 -1.7604 -0.40 0.11 -0.03
N 0.3622 -0.8800 1.0066 0.07 1.36 -0.87
C -0.5635 -0.2940 0.0376 -0.68 -0.69 1.04
C 0.0928 0.8239 -0.7896 0.78 -0.65 -0.35
H 0.6444 -0.0564 1.5374 0.38 -0.44 0.44
H -0.9795 -1.1151 -0.5369 -0.17 0.33 -0.52
H 1.1931 -1.1026 0.4598 0.14 -0.30 0.35
H -1.3603 0.1862 0.6065 -0.27 -0.11 -0.17
```
Positions in Å, forces in eV/Å.

HOMO level (spin up / spin down): -0.39469 / -0.38910 hartree
LUMO (spin up / spin down): 0.79 / -3.37 eV
net charge: 0
⟨S²⟩: 0.756
spin multiplicity: 2
total energy: -7721.843 eV

=====

(4)
ORCA calculation (ωB97M-V/def2-TZVPD) on an isolated ion of composition C2H4NO2 and charge +1.

XYZ file:
```
9
Properties=species:S:1:pos:R:3:forces:R:3
O -0.7114 -0.1188 -0.9589 0.92 1.34 -1.87
O -2.8922 -0.8320 -1.1680 0.45 0.52 -0.60
N -1.9959 -0.9364 -0.5279 -3.27 -2.48 1.06
C -0.0525 -0.2152 0.0654 3.38 2.80 1.40
C 1.1760 0.6280 0.3527 1.45 -1.29 0.10
H -0.4417 -0.8228 0.8680 -0.01 -0.54 0.32
H 1.4772 1.5247 -0.2259 -1.30 -0.33 0.16
H 2.1173 0.0302 0.1467 -1.03 -0.24 0.02
H 1.3231 0.7422 1.4479 -0.60 0.21 -0.60
```
Positions in Å, forces in eV/Å.

HOMO level: -0.63801 hartree
LUMO: -6.52 eV
net charge: +1
total energy: -7712.266 eV

=====

(5)
ORCA calculation (ωB97M-V/def2-TZVPD) on C2H4NO2P in the gas phase.

XYZ file:
```
10
Properties=species:S:1:pos:R:3:forces:R:3
P 1.3571 -0.9653 -1.8367 -1.27 0.37 -0.47
O 3.6535 -1.6622 -0.6903 -0.01 0.00 0.13
O 1.7866 0.1372 0.8427 2.67 -0.86 -0.79
N 2.5797 -1.2395 -0.8551 -0.31 1.28 1.54
C 0.5133 -0.0985 0.7816 -1.09 -0.53 0.85
C 0.0280 -0.3058 -0.7615 -0.69 0.79 2.63
H -0.0110 0.8307 1.1165 -0.21 -0.32 -0.31
H -0.5598 0.6422 -0.8243 1.03 -0.54 -1.64
H 0.1466 -0.9254 1.5097 0.30 0.57 -1.29
H -0.7362 -1.0473 -0.6120 -0.42 -0.76 -0.66
```
Positions in Å, forces in eV/Å.

HOMO level (spin up / spin down): -0.32207 / -0.32191 hartree
LUMO (spin up / spin down): -1.80 / -1.81 eV
net charge: 0
total energy: -17006.531 eV

=====

(6)
ORCA calculation (ωB97M-V/def2-TZVPD) on C2H4NO2P as an isolated structure.

XYZ file:
```
10
Properties=species:S:1:pos:R:3:forces:R:3
P 1.7660 -0.6358 -0.2966 -2.76 -2.13 2.55
O 1.1847 0.7078 -0.8731 -1.62 0.68 -0.55
O -2.2380 -0.4249 -0.5614 -1.62 0.88 0.20
N -0.3106 -1.5259 -0.2748 4.36 0.83 -0.06
C -0.1951 0.8880 -0.4882 -1.46 0.07 -0.21
C -1.0455 -0.4277 -0.4317 1.11 -0.37 -0.38
H -0.5877 -2.3964 0.1851 -0.11 0.71 -0.48
H 1.3971 -0.3977 1.1601 0.83 -0.22 -1.28
H -0.3093 1.3609 0.4599 0.72 -0.17 1.57
H -0.7596 1.6555 -1.0120 0.56 -0.28 -1.37
```
Positions in Å, forces in eV/Å.

HOMO level: -0.35080 hartree
LUMO: -0.37 eV
net charge: 0
total energy: -17011.102 eV

=====

(7)
ORCA calculation (ωB97M-V/def2-TZVPD) on a 2-piece molecular cluster, C2H4NO2S overall.

XYZ file:
```
10
Properties=species:S:1:pos:R:3:forces:R:3
S -0.4785 1.1017 0.3533 -1.62 1.46 -0.80
O -1.8405 -1.0788 1.7768 -0.85 0.44 0.87
O -1.5782 -0.7316 4.2183 -0.04 0.31 -0.47
N -0.9600 -2.2188 2.4367 0.83 -0.77 0.21
C -1.4143 -1.2604 3.1386 -0.36 -0.49 -0.25
C 0.9823 0.4206 1.0533 1.46 -2.73 -0.05
H 1.6795 1.1773 1.5184 -1.06 -0.85 -0.22
H 0.7273 -0.5071 1.7077 0.52 1.87 -0.74
H -1.5235 0.2905 0.7910 1.35 0.19 0.14
H 1.5202 -0.0362 0.1548 -0.23 0.57 1.31
```
Positions in Å, forces in eV/Å.

HOMO level: -0.13524 hartree
LUMO: 3.62 eV
net charge: -1
total energy: -18557.522 eV

=====

(8)
ORCA calculation (ωB97M-V/def2-TZVPD) on an isolated ion of composition C2H4NO3 and charge +1.

XYZ file:
```
10
Properties=species:S:1:pos:R:3:forces:R:3
O 1.8284 -1.1797 -0.1292 1.30 -0.41 -0.69
O 2.7665 0.8403 0.1065 0.07 -0.79 -0.28
O -0.1949 0.5966 -0.1991 -0.16 0.53 0.62
N 1.9546 -0.0090 0.1755 -1.23 1.16 1.22
C -1.5621 0.2270 -0.3939 0.92 -2.77 -5.28
C 0.5090 0.0709 0.6544 1.89 -2.78 0.61
H 0.3916 -0.8432 1.3984 -0.74 2.38 -1.00
H -1.9495 0.9015 -1.1090 -0.19 0.84 -0.66
H -1.5984 -0.8193 -0.8977 0.40 1.70 0.92
H -2.1452 0.2149 0.3942 -2.26 0.14 4.53
```
Positions in Å, forces in eV/Å.

HOMO level: -0.63835 hartree
LUMO: -6.82 eV
net charge: +1
total energy: -9757.213 eV

=====

(9)
ORCA calculation (ωB97M-V/def2-TZVPD) on an isolated ion of composition C2H4NO3S and charge -1.

XYZ file:
```
11
Properties=species:S:1:pos:R:3:forces:R:3
S -0.3332 0.6851 1.2159 -1.53 1.18 -1.54
O 0.9155 1.4698 1.3532 -1.02 -0.87 0.52
O -0.8015 -0.1680 2.3120 0.76 0.74 -0.03
O -1.4342 1.4930 0.5700 1.61 -1.18 1.17
N 0.3579 -1.6639 0.1141 1.42 -6.27 1.58
C 0.1001 -0.5110 -0.1022 -1.17 4.01 0.59
C 0.2066 0.1427 -1.4552 -0.86 -3.87 0.30
H 0.3462 -2.1165 1.0951 -0.41 1.92 -1.76
H 0.3372 1.0994 -1.1801 0.72 3.73 -0.22
H -0.7143 -0.0379 -2.0102 0.01 0.28 0.00
H 1.0196 -0.3927 -1.9125 0.48 0.33 -0.61
```
Positions in Å, forces in eV/Å.

structure (SMILES): [H]/N=C(/C)S(=O)(=O)[O-]
HOMO level: -0.17459 hartree
LUMO: 4.27 eV
net charge: -1
total energy: -20607.671 eV

=====

(10)
ORCA calculation (ωB97M-V/def2-TZVPD) on an isolated ion of composition C2H4NO4 and charge -1.

XYZ file:
```
11
Properties=species:S:1:pos:R:3:forces:R:3
O 0.9467 -1.1876 -0.3870 0.28 1.02 -0.08
O 2.8325 0.3975 -0.0515 -0.52 0.68 1.04
O -2.9271 0.6006 -0.1797 -0.55 0.42 0.30
O -0.8850 0.5780 -0.0276 5.59 3.03 -0.15
N 0.6090 0.0262 0.2671 0.26 -0.19 0.16
C -1.9637 -0.2505 -0.0733 -2.34 -4.29 -0.96
C 1.7544 0.8190 0.4077 -2.23 0.49 -0.95
H -1.9374 -0.9844 -1.0732 0.48 0.96 1.99
H -1.8949 -0.8902 0.8849 -0.31 0.09 -0.81
H 1.9030 -0.9868 -0.6370 -1.02 -0.18 0.19
H 1.5624 1.8783 0.8695 0.35 -2.03 -0.73
```
Positions in Å, forces in eV/Å.

structure (SMILES): O=CN(O)OC[O-]
HOMO level: -0.12297 hartree
LUMO: 3.82 eV
net charge: -1
total energy: -11814.340 eV

=====

(11)
ORCA calculation (ωB97M-V/def2-TZVPD) on an isolated ion of composition C2H4NO4S and charge -1.

XYZ file:
```
12
Properties=species:S:1:pos:R:3:forces:R:3
S -0.0500 -1.6680 -1.1085 0.98 1.20 0.81
O 1.0137 -2.3346 -0.3098 -0.38 -0.53 -0.26
O 1.0146 2.1529 0.2010 -0.37 -0.77 -0.39
O -1.4261 -2.1112 -0.8316 -0.22 -0.12 0.33
O 1.1057 1.0579 -1.7860 -0.13 1.15 0.00
N 0.7183 1.0391 -0.3946 -0.57 0.75 0.63
C -0.7406 0.0312 1.2836 2.39 -2.51 2.09
C 0.0761 0.0013 0.0478 -0.55 0.28 -2.43
H -1.7513 -0.2978 1.1317 -0.57 0.23 -0.63
H 1.0308 2.0473 -2.0202 0.17 -2.05 1.08
H -0.6302 0.9790 1.8006 -0.18 -0.02 0.18
H -0.3610 -0.8972 1.9860 -0.58 2.37 -1.42
```
Positions in Å, forces in eV/Å.

structure (SMILES): CC(N([O-])O)=S(=O)=O
HOMO level: -0.14435 hartree
LUMO: 3.74 eV
net charge: -1
total energy: -22651.404 eV

=====

(12)
ORCA calculation (ωB97M-V/def2-TZVPD) on C2H4NOP as an isolated structure.

XYZ file:
```
9
Properties=species:S:1:pos:R:3:forces:R:3
P -1.3107 0.3123 0.0723 0.37 -0.15 -0.04
O -0.8886 -1.0947 0.0406 -1.06 -0.44 0.02
N 0.0147 1.3856 -0.0417 0.33 0.57 0.03
C 1.7046 -0.4124 0.0749 2.08 -0.74 -0.12
C 1.0149 0.6667 0.0132 -0.89 0.39 0.00
H 2.0317 -0.9088 -0.8258 -0.11 0.09 -0.21
H 2.1372 -0.7958 0.9835 -0.12 0.16 0.28
H -1.9285 0.7686 1.2225 -0.29 0.08 0.37
H -2.1181 0.7779 -0.9489 -0.30 0.04 -0.34
```
Positions in Å, forces in eV/Å.

HOMO level: -0.34823 hartree
LUMO: 0.97 eV
net charge: 0
total energy: -14963.695 eV

=====

Taking the records one at a time from the top gives relative energy (zero: lowest compared OMol25 entry of this formula, charge and spin) values of 1.770 5.227 0.443 3.690 6.879 2.307 3.041 1.333 0.103 8.110 4.498 0.951 eV.